No. 1
The following is a quantum chemistry calculation of a gas-phase ion, C5H13N2O (charge +1) in a non-equilibrium geometry, from the Open Molecules 2025 dataset.

The calculation puts the HOMO energy at -13.8 eV. Its total charge is +1. The value obtained for the total energy is -382.78924 Eh. For the largest force on an atom, the calculation gives 3.745 eV/Å. The energy relative to the best compared isomer or geometry (same formula, charge and spin) is 45.4 kcal per mole. As for the structure (SMILES): CC[C@H]([NH3+])C(=O)NC. For the HOMO-LUMO gap, the calculation gives 10.40 eV. As for the spin multiplicity: 1.

The geometry in XYZ format:
```
21
Properties=species:S:1:pos:R:3:forces:R:3:nbo_charge:R:1
C -0.2857 -1.5883 2.3805 -2.82 -1.13 2.19 -0.6580
C -0.6976 -0.9114 1.1251 -1.57 0.50 -3.02 -0.4437
C 0.4411 -0.0689 0.4437 -2.61 0.13 0.89 -0.1331
N 0.7684 1.0809 1.3925 -1.68 0.58 1.49 -0.7001
C -0.2375 0.7210 -0.7469 1.14 1.15 -2.88 0.6538
O -0.7531 1.8400 -0.6022 0.67 -1.84 1.06 -0.6074
N -0.0411 0.2360 -2.0265 -0.14 1.03 -0.07 -0.5846
C 0.5692 -1.0109 -2.4241 1.26 0.62 1.45 -0.4188
H 0.7433 -1.8083 2.3865 1.30 -0.45 0.23 0.2144
H -0.6029 -1.0423 3.3482 0.80 -0.41 -1.59 0.2308
H -0.8787 -2.5502 2.5081 0.99 0.96 -0.26 0.2642
H -1.5704 -0.2576 1.2609 0.51 0.59 0.51 0.2432
H -1.2912 -1.4960 0.2884 1.97 0.09 1.49 0.2543
H 1.3882 -0.6207 0.2481 -0.83 0.43 -0.09 0.2516
H 1.5575 1.4513 0.9642 2.18 1.45 -0.49 0.4286
H 0.9741 0.9433 2.4203 -0.32 -0.59 -1.44 0.4563
H 0.0346 1.8663 1.3303 0.63 -1.41 -0.41 0.4825
H -0.2530 0.8442 -2.8266 -0.27 0.09 1.13 0.4291
H 0.2525 -1.4048 -3.3529 -0.20 0.23 -1.15 0.2425
H 1.6607 -1.0601 -2.2659 -0.27 0.34 -0.62 0.1986
H 0.1826 -1.6532 -1.7245 -0.73 -2.37 1.57 0.1958
```
Positions in Å, forces in eV/Å.

***

No. 2
The following is a quantum chemistry calculation of 2 unconnected molecules or ions with the total composition C5H13N2O in a non-equilibrium geometry, from the Open Molecules 2025 dataset.

The calculation puts the HOMO energy at -14.2 eV. Its total charge is +1. The value obtained for the total energy is -382.79088 Eh. For the largest force on an atom, the calculation gives 5.197 eV/Å. The energy relative to the best compared isomer or geometry (same formula, charge and spin) is 44.4 kcal per mole. For the HOMO-LUMO gap, the calculation gives 10.42 eV. As for the spin multiplicity: 1.

The geometry in XYZ format:
```
21
Properties=species:S:1:pos:R:3:forces:R:3:nbo_charge:R:1
C 1.8403 0.9362 -0.5402 2.79 -1.18 -4.22 0.5804
C -2.4092 -0.8495 0.1805 0.06 -1.54 -0.86 -0.7117
C -1.2013 1.0991 -0.9816 -1.52 -0.05 -2.32 -0.7181
C 2.0134 -1.1948 0.6295 0.55 -2.56 2.84 -0.4497
C -1.4446 0.2634 0.1498 0.91 0.02 0.96 0.5011
N 1.8051 -0.4491 -0.5489 2.25 0.95 -3.44 -0.6392
N -0.7092 0.5670 1.1779 -1.40 -1.46 0.49 -0.6666
O 1.2754 1.7186 0.1472 -0.77 1.23 2.50 -0.5904
H 2.4667 1.3800 -1.4150 -0.96 -0.86 1.04 0.1443
H -3.4135 -0.4763 0.2576 -0.58 0.38 0.51 0.2813
H -2.5314 -1.4897 -0.7943 0.96 1.26 1.71 0.2870
H -2.1166 -1.4652 1.0510 -0.70 -0.10 -0.58 0.2393
H -0.6968 0.5751 -1.7762 0.32 -0.32 -0.33 0.2673
H -2.1432 1.4050 -1.4288 -0.39 -0.16 -0.09 0.2696
H -0.7169 1.9851 -0.7378 0.97 1.34 0.35 0.2576
H 3.0759 -1.4270 0.8629 -0.31 0.53 -0.50 0.2199
H 1.6646 -0.7314 1.5784 -0.13 0.06 -0.96 0.2157
H 1.5843 -2.2279 0.6007 -0.16 0.97 -0.24 0.2233
H 0.2088 1.1146 0.9654 -0.83 0.08 0.65 0.4541
H -0.9844 0.0694 2.0396 0.95 0.43 -0.38 0.4130
H 2.4326 -0.8027 -1.4179 -2.02 0.98 2.86 0.4218
```
Positions in Å, forces in eV/Å.

***

No. 3
The following is a quantum chemistry calculation of a gas-phase ion, C5H13N2O (charge +1) in a non-equilibrium geometry, from the Open Molecules 2025 dataset.

The calculation puts the HOMO energy at -14.4 eV. Its total charge is +1. The value obtained for the total energy is -382.76367 Eh. For the largest force on an atom, the calculation gives 5.351 eV/Å. The energy relative to the best compared isomer or geometry (same formula, charge and spin) is 61.5 kcal per mole. As for the structure (SMILES): C[C@@H]1C[NH2+][C@@](C)(N)O1. For the HOMO-LUMO gap, the calculation gives 11.14 eV. As for the spin multiplicity: 1.

The geometry in XYZ format:
```
21
Properties=species:S:1:pos:R:3:forces:R:3:nbo_charge:R:1
C 2.5040 -0.6681 0.3020 -0.79 -2.10 2.04 -0.6419
C 1.3465 -0.1948 -0.5633 0.92 1.11 -0.23 0.0812
C 0.8733 1.2435 -0.1183 1.55 -2.14 0.20 -0.2652
N -0.5376 1.0491 0.3823 0.80 4.33 0.10 -0.5835
C -1.0969 -0.2487 -0.1917 2.73 -0.23 0.92 0.5737
C -1.9311 -0.8440 0.9008 -2.70 -1.61 -2.36 -0.6771
N -1.7201 0.1278 -1.3185 -4.81 0.53 -2.29 -0.8752
O 0.1846 -1.0117 -0.4811 -2.25 0.84 0.61 -0.5039
H 2.4154 -0.3874 1.4010 -0.07 -0.26 -1.23 0.2049
H 3.4206 -0.2444 -0.0708 0.40 0.02 -0.13 0.2340
H 2.5547 -1.8228 0.2995 0.10 1.86 -0.25 0.2546
H 1.8790 -0.1622 -1.5714 -1.75 -0.05 0.58 0.2065
H 1.5399 1.5303 0.6846 -0.17 0.52 0.10 0.2466
H 0.9317 1.9212 -0.9610 -0.44 0.29 0.13 0.2379
H -0.7490 1.0967 1.4088 1.03 0.08 -1.01 0.4484
H -0.8134 2.0405 -0.0558 -1.08 -3.10 1.17 0.4854
H -1.3657 -0.9170 1.7475 1.30 -0.41 2.47 0.2271
H -2.2255 -1.8754 0.5507 0.47 0.89 0.51 0.2722
H -2.9344 -0.3525 1.1119 1.45 -0.06 -0.46 0.2534
H -2.7954 0.0499 -1.3074 2.27 0.27 0.37 0.4040
H -1.4805 -0.3302 -2.1498 1.02 -0.78 -1.24 0.4169
```
Positions in Å, forces in eV/Å.

***

No. 4
The following is a quantum chemistry calculation of a gas-phase ion, C5H13N2O (charge +1) in a non-equilibrium geometry, from the Open Molecules 2025 dataset.

The calculation puts the HOMO energy at -13.8 eV. Its total charge is +1. The value obtained for the total energy is -382.72817 Eh. For the largest force on an atom, the calculation gives 4.294 eV/Å. The energy relative to the best compared isomer or geometry (same formula, charge and spin) is 83.8 kcal per mole. As for the structure (SMILES): CCN[C@@H](O)[NH+]1CC1. For the HOMO-LUMO gap, the calculation gives 10.95 eV. As for the spin multiplicity: 1.

The geometry in XYZ format:
```
21
Properties=species:S:1:pos:R:3:forces:R:3:nbo_charge:R:1
C 1.0650 0.3487 2.5739 0.08 2.10 0.38 -0.6177
C 0.4147 1.2149 1.4177 3.11 -0.65 0.21 -0.2161
N 0.9530 0.8279 0.0430 -0.63 0.75 1.55 -0.6499
C 0.2088 0.6360 -1.0594 -3.10 -0.91 -0.34 0.4601
O 0.7179 0.8470 -2.2842 2.91 0.77 -0.33 -0.6615
N -0.3298 -0.8792 -1.1898 0.74 -3.46 -0.51 -0.4220
C -1.4005 -1.4789 -0.3063 0.79 1.52 -3.94 -0.2057
C -1.6818 -1.2614 -1.7706 0.75 3.66 1.93 -0.2079
H 2.2526 0.3862 2.5524 -2.63 0.31 0.27 0.2275
H 0.5593 0.8072 3.5455 1.61 -1.17 -1.75 0.2411
H 0.7934 -0.6748 2.4739 -0.31 -0.91 0.11 0.2044
H -0.6423 1.2972 1.4691 -1.02 -0.65 -0.39 0.2102
H 0.7441 2.2120 1.6646 0.21 0.56 -0.42 0.2098
H 1.9464 0.7400 -0.0764 0.20 0.01 0.34 0.4002
H -0.8361 0.9535 -1.1083 0.22 1.49 1.02 0.1589
H 1.6690 1.1388 -2.1741 -1.44 -0.37 -0.56 0.4986
H 0.4216 -1.5505 -1.5389 -1.19 1.02 0.89 0.4316
H -1.8020 -0.7775 0.3311 -0.81 1.20 1.53 0.2288
H -1.2666 -2.4499 -0.0355 0.55 -2.38 1.15 0.2383
H -1.5706 -2.0166 -2.4592 -0.26 -1.65 -1.36 0.2361
H -2.2159 -0.3206 -2.0684 0.22 -1.29 0.22 0.2352
```
Positions in Å, forces in eV/Å.

***

No. 5
The following is a quantum chemistry calculation of a gas-phase ion, C5H13N2O (charge +1) in a non-equilibrium geometry, from the Open Molecules 2025 dataset.

The calculation puts the HOMO energy at -14.2 eV. Its total charge is +1. The value obtained for the total energy is -382.77454 Eh. For the largest force on an atom, the calculation gives 3.334 eV/Å. The energy relative to the best compared isomer or geometry (same formula, charge and spin) is 54.7 kcal per mole. As for the structure (SMILES): CC[C@H]([NH3+])C(=O)NC. For the HOMO-LUMO gap, the calculation gives 10.87 eV. As for the spin multiplicity: 1.

The geometry in XYZ format:
```
21
Properties=species:S:1:pos:R:3:forces:R:3:nbo_charge:R:1
C 1.4489 1.8162 -0.8205 -0.12 -0.34 1.55 -0.6125
C 1.0787 0.3584 -0.6874 -0.93 -2.46 -1.58 -0.4343
C 0.1087 0.0034 0.4688 -2.12 0.55 2.46 -0.1261
N 0.7355 0.2887 1.9032 2.11 0.41 0.55 -0.7542
C -0.4502 -1.4779 0.6355 1.11 0.83 0.97 0.6733
O -0.0225 -2.0806 1.6418 -1.20 0.12 -2.10 -0.6251
N -1.3948 -1.8366 -0.2684 -0.40 -0.61 0.42 -0.5953
C -2.0772 -0.8448 -1.1716 1.11 2.30 0.50 -0.4298
H 2.3907 1.9757 -1.3116 0.33 -0.03 -0.23 0.2485
H 0.6640 2.2128 -1.3926 -0.85 1.33 -0.69 0.2264
H 1.4738 2.3060 0.1776 0.09 -0.05 -0.66 0.1877
H 2.0012 -0.2843 -0.5672 -1.10 0.38 -0.13 0.2411
H 0.4955 -0.0175 -1.7118 1.83 0.80 2.67 0.2542
H -0.9130 0.5917 0.6451 2.38 -0.52 -1.11 0.2394
H 1.7680 0.5426 1.8570 -1.18 -0.99 -0.39 0.4368
H 0.6774 -0.6011 2.5998 -0.48 1.96 -2.10 0.5123
H 0.4161 1.2213 2.2652 -0.46 -1.47 0.02 0.4424
H -1.7557 -2.8021 -0.1008 0.12 1.28 -0.44 0.4390
H -3.0168 -0.3468 -0.8165 0.37 -1.40 0.22 0.2275
H -1.4081 0.0961 -1.1086 -1.05 -1.79 -0.88 0.2023
H -2.2204 -1.1212 -2.2371 0.42 -0.32 0.93 0.2465
```
Positions in Å, forces in eV/Å.

***

No. 6
The following is a quantum chemistry calculation of a gas-phase ion, C5H13N2O (charge +1) in a non-equilibrium geometry, from the Open Molecules 2025 dataset.

The calculation puts the HOMO energy at -13.6 eV. Its total charge is +1. The value obtained for the total energy is -382.78570 Eh. For the largest force on an atom, the calculation gives 2.978 eV/Å. The energy relative to the best compared isomer or geometry (same formula, charge and spin) is 47.7 kcal per mole. As for the structure (SMILES): C[NH2+]CC[C@@H](N)C=O. For the HOMO-LUMO gap, the calculation gives 10.55 eV. As for the spin multiplicity: 1.

The geometry in XYZ format:
```
21
Properties=species:S:1:pos:R:3:forces:R:3:nbo_charge:R:1
C -0.1261 -0.2590 2.6161 2.18 -0.12 0.74 -0.4560
N -0.2836 -0.9607 1.3004 -1.37 0.98 0.44 -0.5573
C 0.9639 -0.9167 0.4640 -0.72 0.28 -1.81 -0.2206
C 0.9348 0.3151 -0.4682 0.51 1.25 -0.26 -0.4328
C -0.1483 0.3004 -1.6458 0.66 -2.01 2.09 -0.1594
N -1.4550 -0.1143 -1.0920 -0.18 1.42 0.26 -0.8825
C -0.0464 1.6421 -2.2904 0.79 1.42 -0.37 0.4134
O -0.9229 2.4488 -2.4015 -0.86 -0.48 0.19 -0.4765
H -0.3035 -0.7853 3.5505 -1.47 -0.64 -0.48 0.2602
H -0.5562 0.7310 2.6215 -0.07 0.06 -0.12 0.2440
H 0.9621 -0.2412 2.8055 -0.24 0.88 -0.56 0.2251
H -0.6944 -1.8822 1.4333 0.51 -0.28 -0.01 0.4373
H -1.0264 -0.4621 0.7020 0.60 -0.40 0.11 0.4848
H 1.8318 -0.9434 1.1266 -0.14 -0.26 -0.41 0.2422
H 0.8795 -1.7207 -0.2752 0.45 -0.55 0.76 0.2269
H 0.8755 1.2491 0.1181 -0.42 -0.26 -0.07 0.2241
H 1.9169 0.4535 -0.9649 -0.32 -0.54 0.36 0.2537
H 0.1770 -0.5057 -2.2955 0.27 0.16 -0.58 0.2246
H -2.1169 0.6360 -1.2972 -0.15 -0.24 0.12 0.4138
H -1.8414 -0.9880 -1.4272 0.25 0.18 -0.49 0.3960
H 0.9796 2.0031 -2.5802 -0.28 -0.83 0.10 0.1389
```
Positions in Å, forces in eV/Å.